This record from the OMol25 dataset describes the molecule C5H7N in a non-equilibrium geometry. The level of theory is the ωB97M-V functional and the def2-TZVPD basis.

Summary:
ΔE to the lowest compared entry with this formula, charge and spin	9.1396	eV
HOMO level	-7.28	eV
largest force on an atom	0.151	hartree/bohr
total energy	-249.13736	Ha
frontier orbital gap	0.194	hartree
LUMO	-2.01	eV

Each line ends with the natural charge from an NBO analysis.
Element x y z (Å)
C -0.04128 1.21632 -0.19403  -0.18
C 0.84603 -0.02188 -0.86943  -0.18
N -1.44098 -0.62013 -1.18594  -0.82
C -0.51873 -0.37390 -0.09006  0.15
C 1.40157 1.12728 0.13247  -0.10
C -0.12340 -0.88196 1.27094  -0.65
H -0.50438 1.63203 -1.08607  0.27
H 0.74641 -0.12267 -1.98810  0.26
H -2.32227 -1.11088 -0.95212  0.34
H 1.95629 1.99872 0.00134  0.21
H -0.96478 -1.48233 1.66750  0.23
H 0.90271 -1.45399 1.45962  0.24
H 0.06281 0.09339 1.83388  0.23

Cartesian forces (eV/Å) of the 6 atoms listed first:
C 4.463 -1.308 -0.799
C -1.469 0.122 3.133
N 0.784 0.642 3.463
C 2.112 -0.183 -5.919
C -6.473 -1.489 -4.015
C 0.470 -0.163 2.433

***

This record from the OMol25 dataset describes a cluster of 4 separate species, C3H15NO3 in total. The level of theory is the ωB97M-V functional and the def2-TZVPD basis.

Summary:
SMILES string	CCNC.O.O.O
ΔE to the lowest compared entry with this formula, charge and spin	1.3535	eV
HOMO level	-9.02	eV
largest force on an atom	0.018	hartree/bohr
total energy	-403.73751	Ha
frontier orbital gap	0.354	hartree
LUMO	0.60	eV

Each line ends with the natural charge from an NBO analysis.
Element x y z (Å)
C 1.60642 -1.10984 -2.36092  -0.63
C 0.52363 -0.43045 -1.53810  -0.21
N 1.09188 0.54173 -0.58744  -0.61
C 1.98637 -0.06455 0.39558  -0.43
H 1.22410 -1.53975 -3.29494  0.21
H 2.02986 -1.94336 -1.82089  0.21
H 2.41498 -0.42139 -2.59385  0.21
H -0.03854 -1.20840 -1.00716  0.17
H -0.14157 0.16324 -2.15392  0.18
H 0.29845 0.92562 -0.09481  0.35
H 2.89716 -0.37762 -0.11590  0.19
H 2.32605 0.72769 1.07079  0.20
H 1.59095 -0.89841 0.98739  0.17
O -1.56265 2.11908 3.85588  -0.93
H -1.46032 2.37221 2.92700  0.47
H -0.78936 2.51564 4.27222  0.47
O -2.78613 -3.34596 3.24585  -0.93
H -3.56622 -2.84159 3.53965  0.47
H -2.81760 -4.12753 3.80970  0.47
O -1.90823 3.06830 -2.58238  -0.93
H -1.48770 3.63546 -3.24386  0.47
H -1.43153 2.23989 -2.70988  0.46

Cartesian forces (eV/Å) of the 6 atoms listed first:
C -0.148 -0.101 -0.370
C 0.561 0.168 0.395
N -0.164 -0.603 0.089
C 0.570 0.697 -0.140
H -0.063 0.244 0.161
H 0.228 -0.221 0.276

***

This record from the OMol25 dataset describes a structure of composition C3H2N2O3 in a non-equilibrium geometry. The level of theory is the ωB97M-V functional and the def2-TZVPD basis.

Summary:
ΔE to the lowest compared entry with this formula, charge and spin	5.6662	eV
HOMO level	-10.53	eV
largest force on an atom	0.138	hartree/bohr
total energy	-450.59505	Ha
frontier orbital gap	0.340	hartree
LUMO	-1.27	eV

Each line ends with the natural charge from an NBO analysis.
Element x y z (Å)
C -0.86037 -0.37470 -0.07196  0.56
C 0.19843 -1.51469 -0.29578  0.09
C 1.30537 0.23174 -0.01412  0.74
H -1.19344 2.21911 0.77026  0.50
H -0.39730 -2.52620 -0.29181  0.23
N -0.11838 0.65604 -0.11891  -0.21
N 1.36572 -1.16925 0.05153  -0.40
O -0.51625 2.04838 -0.28227  -0.48
O -2.10761 -0.36051 0.16756  -0.58
O 2.32383 0.79009 0.08550  -0.45

Cartesian forces (eV/Å) of the 6 atoms listed first:
C -5.602 -2.027 -0.100
C -4.151 -2.452 2.375
C -0.398 0.064 0.664
H 2.985 -0.703 -4.822
H 2.166 1.342 -0.375
N 4.422 5.542 -0.566

***

This record from the OMol25 dataset describes the ion C30H37O3Si with charge +1 in a non-equilibrium geometry. The level of theory is the ωB97M-V functional and the def2-TZVPD basis.

Summary:
net charge	+1
ΔE to the lowest compared entry with this formula, charge and spin	0.0000	eV
HOMO level	-10.62	eV
largest force on an atom	0.077	hartree/bohr
total energy	-1680.37475	Ha
frontier orbital gap	0.240	hartree
LUMO	-4.07	eV

Each line ends with the Löwdin charge.
Element x y z (Å)
C 3.62966 3.83274 -0.45430  -0.14
Si 2.52165 3.34922 0.95147  0.50
C 3.11958 1.97045 2.03656  -0.14
C 2.16437 4.87815 1.95306  -0.16
O 1.12754 2.67993 0.17295  -0.01
C -0.16889 2.66755 0.35326  -0.11
C -0.95159 1.68884 -0.45265  -0.22
C -2.28880 1.37438 0.26145  -0.11
C -3.41815 2.35665 -0.05842  -0.18
C -3.30267 3.69382 0.66297  -0.20
C -1.96745 4.40765 0.44509  -0.15
C -0.80739 3.69615 1.17331  -0.09
H 4.65452 3.96772 -0.08351  0.05
H 3.64271 3.08292 -1.25377  0.05
H 3.29696 4.78772 -0.88264  0.05
H 3.78253 2.38359 2.80789  0.05
H 2.28958 1.45588 2.53845  0.04
H 3.68482 1.22865 1.45941  0.05
H 3.11875 5.17199 2.41354  0.06
H 1.82581 5.70655 1.31792  0.05
H 1.44441 4.71648 2.76346  0.04
H -1.21292 2.32992 -1.30924  0.15
H -2.64730 0.39169 -0.04671  0.10
H -2.09899 1.30494 1.34409  0.14
H -3.46454 2.50995 -1.15174  0.13
H -4.37050 1.88241 0.23238  0.13
H -4.11559 4.34393 0.31540  0.12
H -3.45254 3.53439 1.74246  0.12
H -1.73829 4.49924 -0.62632  0.13
H -2.04744 5.42814 0.83870  0.13
H -1.18747 3.20085 2.08632  0.16
H -0.07187 4.44912 1.48046  0.09
C -2.47436 -2.71069 -6.12748  -0.06
O -2.20954 -1.30650 -5.89488  -0.09
C -1.65688 -0.95554 -4.70344  -0.27
C -1.45486 0.42342 -4.47109  0.01
C -0.96258 0.84750 -3.25180  -0.04
C -0.70480 -0.05337 -2.20160  -0.15
C -0.21805 0.51257 -0.85683  -0.20
C -0.09699 -0.58804 0.23892  -0.17
C 1.12612 -0.78407 0.87020  -0.03
C 1.30877 -1.79557 1.81123  0.03
C 0.21317 -2.59173 2.16537  -0.24
O 0.33954 -3.54138 3.18201  -0.01
C 1.04507 -4.72012 2.92125  -0.26
C 2.09501 -5.02999 3.78735  -0.01
C 2.88595 -6.14143 3.50831  -0.08
C 2.57760 -6.97456 2.42622  -0.09
C 1.47623 -6.68520 1.61455  -0.08
C 0.69850 -5.54866 1.84864  -0.01
C -1.03195 -2.40358 1.56808  0.02
C -1.16339 -1.43837 0.57234  -0.05
C -0.79501 -1.42479 -2.48698  -0.02
C -1.30258 -1.88434 -3.70015  0.00
H -2.85916 -2.74103 -7.14785  0.10
H -1.55256 -3.30752 -6.04013  0.10
H -3.22625 -3.08490 -5.41501  0.10
H -1.69916 1.12232 -5.26555  0.12
H -0.77172 1.91211 -3.11656  0.11
H 0.81659 0.82131 -1.06556  0.15
H 1.97657 -0.14941 0.60583  0.10
H 2.28121 -1.96283 2.27112  0.13
H 2.28570 -4.37535 4.63704  0.12
H 3.73938 -6.36047 4.15092  0.11
H 3.19038 -7.85686 2.22314  0.11
H 1.20894 -7.34579 0.78919  0.11
H -0.16367 -5.30169 1.22980  0.12
H -1.87176 -3.03763 1.85149  0.13
H -2.12336 -1.38464 0.05806  0.12
H -0.48669 -2.16817 -1.75395  0.12
H -1.42994 -2.95663 -3.86346  0.11

Cartesian forces (eV/Å) of the 6 atoms listed first:
C -0.148 -0.122 -0.131
Si 1.011 0.629 0.462
C -0.008 -0.132 -0.059
C -0.162 -0.073 0.047
O -2.853 -0.336 0.324
C 2.538 0.013 -1.007